DFT (ωB97M-V with the def2-TZVPD basis set) results for 6 unconnected molecules or ions with the total composition C24H36O18 at a distorted geometry.

Results
Net charge ... 0
Structure (SMILES) ... C[C@H]1COC(=O)O1.C[C@H]1COC(=O)O1.C[C@H]1COC(=O)O1.C[C@H]1COC(=O)O1.C[C@H]1COC(=O)O1.C[C@H]1COC(=O)O1
Kohn-Sham gap ... 0.3936 hartree
HOMO energy ... -10.4297 eV
ΔE to the lowest compared entry with this formula, charge and spin ... 0.662 eV
Strongest force on any atom ... 2.0 eV/A

Element x y z (Å)
C1 -1.839 1.080 2.805
C2 -0.581 1.907 2.710
C3 -0.742 3.403 2.379
O1 0.181 4.043 3.252
C4 0.525 3.201 4.232
O2 1.163 3.483 5.200
O3 0.082 1.959 3.983
H1 -2.581 1.525 3.466
H2 -1.619 0.053 3.099
H3 -2.309 0.984 1.824
H4 0.112 1.486 1.975
H5 -1.768 3.720 2.567
H6 -0.469 3.557 1.340
C5 3.442 -0.557 6.299
C6 2.675 -1.486 5.410
C7 1.738 -0.813 4.386
O4 2.146 -1.347 3.152
C8 3.121 -2.264 3.301
O5 3.567 -2.925 2.422
O6 3.549 -2.266 4.578
H7 2.739 -0.106 7.004
H8 4.004 0.241 5.811
H9 4.190 -1.093 6.887
H10 2.151 -2.223 6.021
H11 1.748 0.272 4.487
H12 0.713 -1.060 4.681
C9 -3.788 2.277 -3.200
C10 -4.287 2.625 -1.809
C11 -3.626 1.780 -0.720
O7 -2.856 2.751 0.037
C12 -3.100 4.001 -0.423
O8 -2.651 4.993 0.035
O9 -3.996 3.964 -1.430
H13 -2.734 1.999 -3.180
H14 -3.948 3.095 -3.900
H15 -4.365 1.414 -3.536
H16 -5.365 2.471 -1.741
H17 -2.931 1.040 -1.113
H18 -4.310 1.385 0.031
C13 5.721 -0.358 0.065
C14 4.410 -0.976 -0.381
C15 3.790 -0.267 -1.606
O10 3.566 -1.296 -2.556
C16 3.937 -2.470 -2.016
O11 3.733 -3.526 -2.514
O12 4.603 -2.306 -0.869
H19 6.228 -1.046 0.742
H20 5.564 0.584 0.591
H21 6.341 -0.160 -0.809
H22 3.666 -1.020 0.414
H23 4.412 0.534 -2.004
H24 2.849 0.191 -1.298
C17 -1.076 0.024 -5.439
C18 -2.372 -0.780 -5.409
C19 -2.243 -2.184 -5.995
O13 -2.393 -3.042 -4.869
C20 -2.563 -2.332 -3.744
O14 -2.629 -2.817 -2.655
O15 -2.664 -1.022 -4.014
H25 -0.222 -0.645 -5.308
H26 -1.036 0.838 -4.726
H27 -0.962 0.375 -6.473
H28 -3.183 -0.207 -5.861
H29 -1.237 -2.275 -6.405
H30 -3.006 -2.391 -6.743
C21 -2.355 -1.803 0.444
C22 -0.962 -1.221 0.303
C23 0.109 -2.246 -0.067
O16 0.759 -1.678 -1.199
C24 0.111 -0.550 -1.600
O17 0.488 0.092 -2.522
O18 -0.968 -0.350 -0.828
H31 -2.419 -2.436 1.337
H32 -2.609 -2.516 -0.344
H33 -3.124 -1.034 0.472
H34 -0.722 -0.623 1.182
H35 -0.383 -3.189 -0.313
H36 0.862 -2.439 0.697